# 1
The following is a quantum chemistry calculation of a molecular structure, C17H31BBeCl2F6N5NaO10V, from OMol25.

Each line ends with the Löwdin charge.
Atoms and positions in Å:
C1 4.41686 -2.41855 -2.43286  -0.12
C2 4.21690 -0.90795 -2.46233  -0.15
C3 2.94928 -0.49398 -1.77898  -0.31
F1 1.97290 -1.47922 -1.78696  0.03
O1 2.47626 0.67582 -2.42627  0.16
C4 1.30971 1.16570 -2.08134  -0.56
O2 0.64528 1.85161 -2.78624  0.19
O3 0.94924 0.89710 -0.77030  0.05
C5 -0.32573 0.36417 -0.66795  -0.28
N1 -0.74710 -0.47132 -1.78116  0.00
C6 -2.20407 -0.32114 -2.08163  -0.06
H1 5.42405 -2.68356 -2.72625  0.07
H2 3.74115 -2.89663 -3.13232  0.08
H3 4.26216 -2.80468 -1.43155  0.02
H4 4.18633 -0.62138 -3.50660  0.13
H5 5.03108 -0.38314 -1.98229  0.11
H6 3.17713 -0.32216 -0.73105  0.16
H7 -0.27764 -0.31007 0.27092  0.15
H8 -1.05858 1.18535 -0.42854  0.12
H9 -0.63917 -1.42766 -1.46379  0.10
H10 -2.65513 -1.30948 -2.16080  0.10
H11 -2.75869 0.23423 -1.29887  0.02
H12 -2.34253 0.16013 -3.03988  0.13
O4 -0.41365 4.07173 -0.67723  -0.52
V1 0.96107 4.82070 -1.22027  1.14
O5 2.35908 5.55972 -1.71572  -0.53
C7 -5.36886 0.56443 0.29794  -0.27
O6 -4.19255 0.35432 -0.09062  -0.10
N2 -6.01971 1.68190 0.10181  -0.14
C8 -7.38003 1.85848 0.58711  -0.02
C9 -5.38010 2.79139 -0.62014  -0.01
H13 -5.94840 -0.18408 0.85060  0.12
H14 -8.04360 2.06333 -0.25166  0.10
H15 -7.41048 2.69913 1.27912  0.10
H16 -7.72131 0.96175 1.09969  0.08
H17 -5.10434 2.45635 -1.61490  0.10
H18 -4.47285 3.08248 -0.10095  0.08
H19 -6.06983 3.62920 -0.68887  0.09
C10 6.12182 3.26007 0.30775  -0.63
O7 7.10450 3.12509 1.04362  0.04
N3 5.94778 4.34134 -0.47916  0.20
N4 5.14846 2.31634 0.25308  0.16
H20 5.15299 4.46300 -1.07951  0.10
H21 6.65625 5.05036 -0.46037  0.12
H22 5.25801 1.50061 0.82288  0.10
H23 4.34256 2.39697 -0.33530  0.08
O8 8.99345 4.25633 3.00800  0.02
H24 8.25506 3.68767 2.69695  -0.03
C11 -4.14698 -4.50614 3.20000  -0.03
C12 -4.24927 -3.34223 2.44694  -0.04
C13 -5.25126 -2.43782 2.70904  0.01
C14 -6.15143 -2.70478 3.72584  -0.14
C15 -6.07459 -3.86451 4.48065  0.00
C16 -5.06144 -4.76829 4.21240  -0.04
N5 -7.19904 -1.72133 4.00236  -0.31
O9 -7.26522 -0.74516 3.31294  0.14
O10 -7.98906 -1.93628 4.93907  -0.03
H25 -3.35510 -5.21316 2.99587  0.12
H26 -3.54079 -3.14252 1.65598  0.10
H27 -5.32819 -1.53459 2.12681  0.09
H28 -6.78966 -4.07378 5.26260  0.12
H29 -4.98453 -5.67785 4.79003  0.12
Be1 -2.07246 -0.43595 0.09386  0.77
C17 6.85692 -4.48348 0.24476  -1.00
Cl1 6.63948 -2.73628 0.38641  0.53
Cl2 5.70984 -5.22487 -0.88467  0.52
H30 7.86010 -4.67692 -0.11298  0.03
H31 6.71087 -4.92818 1.22066  0.02
B1 6.27838 1.85254 -3.52736  -1.25
F2 7.51015 2.47950 -3.38336  0.11
F3 5.53700 2.45672 -4.54631  0.10
F4 6.47966 0.48906 -3.84157  0.08
F5 5.54151 1.93716 -2.30253  0.05
F6 -2.78061 2.19158 -0.61195  -0.49
Na1 -7.40930 -1.74426 7.07766  0.87

As for the multiplicity: 1. The value obtained for the calculated total energy is -4357.320128 Eh. As for the total charge: +1. Its highest occupied orbital energy is -0.3157 Ha. The largest force on an atom comes out at 0.0658 hartree/bohr. Its gap between HOMO and LUMO is 1.5 eV.


# 2
The following is a quantum chemistry calculation of a molecular structure, C17H31BF4NO4SSi3Tc, from OMol25.

Each line ends with the Löwdin spin population.
Atoms and positions in Å:
Tc1 0.92013 0.93990 -0.37422  0.91
C1 -0.09634 3.85440 -1.72349  0.00
O1 -0.40611 2.54327 -1.21888  0.00
Si1 -1.80019 1.68194 -1.63921  0.00
C2 -1.94548 1.61920 -3.50965  0.00
C3 -3.28178 2.67241 -1.05021  0.00
C4 -1.08785 0.18940 -0.71476  -0.01
Si2 -1.98989 -0.06453 1.00348  0.01
C5 -1.38140 1.42325 2.00977  0.00
C6 -3.84133 -0.07629 0.62077  0.00
C7 -1.75890 -1.59706 2.07866  0.00
Si3 -0.91222 -1.42207 -1.77222  0.00
C8 -2.42154 -1.53221 -2.90159  0.00
C9 -0.78224 -3.07506 -0.87929  0.00
C10 0.72040 -1.14245 -2.69818  0.00
H1 -0.99723 4.46674 -1.67845  0.00
H2 0.24939 3.78970 -2.75487  0.00
H3 0.67338 4.31242 -1.11437  0.00
H4 -1.94907 2.64297 -3.89192  0.00
H5 -2.89042 1.16194 -3.80662  0.00
H6 -1.13437 1.08301 -4.00372  0.00
H7 -3.31037 3.62012 -1.59263  0.00
H8 -3.26582 2.90100 0.01576  0.00
H9 -4.21383 2.15241 -1.27793  0.00
H10 -1.61083 2.38015 1.53765  0.00
H11 -0.29511 1.37865 2.16122  0.00
H12 -1.83478 1.42216 3.00286  0.00
H13 -4.24797 0.90241 0.37124  0.00
H14 -4.37317 -0.43335 1.50513  0.00
H15 -4.08004 -0.76159 -0.19489  0.00
H16 -0.72330 -1.76915 2.36131  0.00
H17 -2.14542 -2.50178 1.60834  0.00
H18 -2.33378 -1.44236 2.99508  0.00
H19 -3.34072 -1.22387 -2.40025  0.00
H20 -2.55226 -2.56992 -3.21495  0.00
H21 -2.31328 -0.93127 -3.80482  0.00
H22 -1.73424 -3.39366 -0.45285  0.00
H23 -0.03860 -3.04966 -0.08620  0.00
H24 -0.47982 -3.83741 -1.60112  0.00
H25 0.72391 -0.20802 -3.26490  0.00
H26 0.93458 -1.95269 -3.39730  0.00
H27 1.56493 -1.11454 -1.99296  0.00
O2 3.86901 1.30626 2.60661  0.00
S1 4.05074 0.26646 1.65270  0.00
O3 5.19014 0.19225 0.81210  0.00
N1 2.61370 0.15500 0.72840  0.00
C11 1.89583 -0.86631 1.12743  0.00
O4 0.70823 -0.86400 0.65274  0.02
C12 2.51638 -1.81491 2.03570  0.00
C13 2.05763 -3.05109 2.46384  0.00
C14 2.88523 -3.78952 3.29682  0.00
C15 4.12221 -3.29048 3.69177  0.00
C16 4.57850 -2.04723 3.25931  0.00
C17 3.75764 -1.32747 2.42434  0.00
H28 1.09187 -3.42157 2.14584  0.00
H29 2.57044 -4.76781 3.63298  0.00
H30 4.75281 -3.87798 4.34526  0.00
H31 5.54377 -1.66783 3.56654  0.00
F1 1.84179 3.09128 0.92958  0.00
B1 2.85146 3.33827 0.03748  0.00
F2 4.00037 2.70452 0.18626  0.00
F3 2.81495 4.50693 -0.58981  0.00
F4 2.07029 2.18674 -1.26475  0.05

As for the multiplicity: 2. The energy above the lowest of the compared OMol25 structures with the same formula, charge and spin comes out at 45.1 kJ/mol. The value obtained for the calculated total energy is -2793.885403 Eh. As for the total charge: +1. Its highest occupied orbital energy (alpha / beta) is -0.4710 / -0.4691 Ha. As for the expectation value of S²: 0.76. The largest force on an atom comes out at 0.0315 hartree/bohr. Its gap between HOMO and LUMO (alpha / beta) is 6.6 / 6.9 eV.


# 3
The following is a quantum chemistry calculation of a molecular structure, C17H31Cd2Cl4FO27S3, from OMol25.

Each line ends with the Löwdin charge.
Atoms and positions in Å:
Cd1 2.71290 2.31631 0.18025  1.30
Cd2 -0.95394 0.48029 -1.74901  1.35
S1 5.30238 3.08233 0.28909  0.22
O1 4.63896 1.73524 0.38662  -0.51
O2 6.15884 3.40745 1.44969  -0.43
O3 6.26358 3.14871 -0.82451  -0.42
O4 4.10627 3.93931 0.17033  -0.47
S2 0.69470 -0.32315 0.14366  0.26
O5 -0.50857 0.55823 0.20023  -0.47
O6 1.84203 0.53337 0.48390  -0.42
O7 0.60049 -1.51394 0.99760  -0.35
O8 0.66605 -0.64700 -1.28941  -0.45
S3 1.21141 2.95648 -1.88995  0.24
O9 1.07064 3.34656 -0.48709  -0.44
O10 2.54202 2.28762 -1.87009  -0.43
O11 0.15621 2.00128 -2.30030  -0.49
O12 1.14653 4.11147 -2.76725  -0.35
C1 3.34437 5.32092 3.09203  -0.04
O13 2.79392 4.33315 3.95585  0.03
C2 2.33201 3.24993 3.36423  -0.59
O14 2.48126 2.94674 2.21648  0.06
O15 1.74418 2.48930 4.26957  0.02
C3 1.28666 1.21755 3.84728  -0.05
H1 4.43332 5.27730 3.07954  0.10
H2 3.17282 6.30461 3.54105  0.08
H3 2.97336 5.37792 2.07208  0.10
H4 0.96611 0.61727 4.69314  0.08
H5 2.13905 0.71124 3.37993  0.10
H6 0.54206 1.28481 3.05157  0.09
C4 -3.42640 2.16887 0.84337  -0.01
O16 -4.41359 2.12314 -0.18782  0.03
C5 -4.00614 1.72121 -1.37248  -0.59
O17 -2.84554 1.55105 -1.67430  0.04
O18 -5.01818 1.74006 -2.21032  0.03
C6 -4.83174 1.20700 -3.50179  -0.05
H7 -3.78402 2.77508 1.66969  0.10
H8 -2.56447 2.74228 0.48325  0.11
H9 -3.05067 1.17361 1.06626  0.06
H10 -5.73921 1.43210 -4.05862  0.10
H11 -4.68123 0.12731 -3.48988  0.09
H12 -4.00850 1.63985 -4.06956  0.09
C7 -1.20902 -3.46182 -1.06496  -0.01
O19 -2.62554 -3.29444 -0.92153  0.01
C8 -3.06384 -2.05577 -1.10738  -0.59
O20 -2.41587 -1.13006 -1.47899  0.06
O21 -4.38861 -1.94035 -0.93004  -0.02
C9 -5.22899 -2.99310 -0.53570  -0.07
H13 -0.86316 -3.14226 -2.05165  0.10
H14 -1.04298 -4.53757 -1.05867  0.10
H15 -0.59829 -2.92570 -0.33813  0.07
H16 -6.24889 -2.62030 -0.47344  0.09
H17 -4.92645 -3.44489 0.40918  0.08
H18 -5.23191 -3.77513 -1.30103  0.10
C10 1.51700 -0.28064 -4.19599  0.01
O22 0.49420 -0.30642 -5.22110  0.04
C11 -0.76921 -0.41950 -4.92086  -0.58
O23 -1.26064 -0.33557 -3.80241  0.03
O24 -1.42933 -0.83591 -5.99615  0.02
C12 -2.85026 -0.80580 -5.91867  -0.04
H19 2.45066 -0.16139 -4.73805  0.10
H20 1.57022 -1.26597 -3.73281  0.07
H21 1.37922 0.49068 -3.44638  0.05
H22 -3.19569 -1.69028 -5.38233  0.10
H23 -3.26018 -0.83125 -6.92458  0.09
H24 -3.17712 0.09475 -5.40864  0.07
C13 2.00424 -2.73514 3.61851  -0.05
C14 1.04314 -3.78803 4.17769  -0.29
O25 1.64022 -4.13582 5.37710  0.13
C15 2.88468 -3.65678 5.50104  -0.56
O26 3.58796 -3.85492 6.43499  0.17
O27 3.17925 -2.88771 4.43071  0.10
F1 1.10939 -4.86563 3.30743  0.03
H25 1.56662 -1.73723 3.66705  0.11
H26 2.21561 -2.90797 2.56718  0.13
H27 0.00842 -3.48590 4.30819  0.11
C16 3.90232 -1.54553 -0.33118  -1.00
Cl1 5.58895 -1.88741 0.05751  0.51
Cl2 3.36142 -2.60141 -1.68104  0.48
H28 3.30015 -1.77303 0.54222  0.00
H29 3.79757 -0.47803 -0.51053  0.01
C17 -1.93676 -1.36218 2.63787  -0.95
Cl3 -1.60925 -1.34512 4.39757  0.53
Cl4 -3.71248 -1.43350 2.43411  0.54
H30 -1.47519 -0.49806 2.16872  0.00
H31 -1.57153 -2.30467 2.25088  0.02

As for the multiplicity: 1. The value obtained for the calculated total energy is -6168.693596 Eh. As for the total charge: -2. Its highest occupied orbital energy is -0.0544 Ha. The largest force on an atom comes out at 0.0950 hartree/bohr. Its gap between HOMO and LUMO is 3.3 eV.